# C3H13N2O

A cluster of 2 separate species, C3H13N2O in total at a distorted geometry (ωB97M-V/def2-TZVPD, the OMol25 dataset).

E_HOMO (spin up / spin down)	-20.16 / -20.14	eV
electronic energy	-306.118129	Ha

```
! wB97M-V def2-TZVPD RIJCOSX def2/J DEFGRID3
* xyz 2 2
O 0.51780 -2.69092 1.79097
N 0.03002 1.29158 0.86961
N -1.17838 -1.09833 0.22851
C 0.34372 0.71580 -0.52075
C -0.66691 -0.40596 -0.91621
C 0.65567 1.83660 -1.53492
H -0.19892 -1.13499 -1.58953
H 1.34966 0.23219 -0.46251
H -0.13328 1.87377 -2.29256
H 0.66287 2.05655 1.12500
H -0.92734 1.66994 0.84581
H -1.93516 -1.75362 -0.02085
H -0.46114 -1.50510 0.86579
H 1.63504 1.64793 -1.99917
H 0.12954 0.52753 1.53538
H 0.73980 -2.60934 2.73718
H -1.50817 0.13890 -1.43607
H 0.19764 -3.60550 1.85263
H 0.74751 2.81296 -1.07832
*
```

Results of the natural (NBO) charge analysis, in e, for atoms 1 through 4:
1. O -0.971
2. N -0.677
3. N -0.264
4. C -0.072